Model one:
The following is a quantum chemistry calculation of the ion C5H12N2 with charge -1, from the Open Molecules 2025 dataset.

Summary:
expectation value of S²	0.75
HOMO level (alpha / beta)	1.25 / -3.92	eV
2S+1	2
total charge	-1
gap between HOMO and LUMO (alpha / beta)	2.71 / 7.79	eV

Structure (XYZ):
```
19
C5H12N2 the ωB97M-V functional and the def2-TZVPD basis
C -0.621 1.381 -1.869
C -1.187 1.289 -0.447
C 0.003 1.074 0.516
C 0.555 -0.329 0.589
C -0.246 -1.391 0.734
N 0.297 -2.653 1.063
N 1.969 -0.473 0.359
H -1.486 1.215 -2.536
H -0.288 2.368 -2.208
H 0.124 0.741 -2.288
H -1.595 2.287 -0.291
H -1.875 0.461 -0.318
H -0.292 1.454 1.504
H 0.856 1.701 0.250
H -1.305 -1.241 0.894
H 0.913 -2.601 1.878
H -0.418 -3.367 1.143
H 2.193 -1.273 -0.223
H 2.405 -0.643 1.250
```

=====

Model two:
The following is a quantum chemistry calculation of the ion C5H12N2 with charge -1, from the Open Molecules 2025 dataset.

Summary:
expectation value of S²	0.75
HOMO level (alpha / beta)	1.43 / -4.31	eV
2S+1	2
total charge	-1
gap between HOMO and LUMO (alpha / beta)	2.91 / 8.50	eV

Structure (XYZ):
```
19
C5H12N2 the ωB97M-V functional and the def2-TZVPD basis
N 1.353 -0.198 0.173
C 1.783 0.697 -0.910
C 0.505 1.022 -1.668
C -0.620 0.847 -0.657
C -0.154 -0.382 0.135
C -0.641 -0.693 1.524
N -2.054 -1.125 1.448
H 2.021 -0.963 0.261
H 2.673 0.381 -1.479
H 2.093 1.650 -0.403
H 0.564 2.047 -2.101
H 0.498 0.320 -2.511
H -1.518 0.453 -1.154
H -0.756 1.785 -0.050
H -0.256 -1.279 -0.510
H -0.695 0.200 2.147
H -0.111 -1.529 1.948
H -2.152 -2.010 0.959
H -2.614 -0.477 0.901
```

=====

Most stable structure: model two

=====

Model one:
The following is a quantum chemistry calculation of a cluster of 2 separate species, C4H14N in total, from the Open Molecules 2025 dataset.

Summary:
HOMO level	-14.50	eV
total charge	+1
gap between HOMO and LUMO	10.55	eV

Structure (XYZ):
```
19
C4H14N the ωB97M-V functional and the def2-TZVPD basis
C -0.309 -1.321 -0.906
C 0.131 -0.144 -1.802
N -1.597 -1.993 -1.369
H 0.496 -2.039 -0.756
H -0.590 -0.837 0.030
H 1.139 -0.106 -2.217
H 0.182 0.699 -1.117
H -1.849 -2.099 -2.354
H -1.743 -2.919 -0.946
H -2.402 -1.550 -0.911
H -0.576 0.181 -2.571
C 0.505 0.921 2.217
C 1.257 2.033 1.413
H -0.136 0.324 1.604
H 1.248 0.512 2.926
H -0.147 1.440 2.909
H 1.923 1.701 0.610
H 1.876 2.411 2.231
H 0.591 2.786 1.009
```

=====

Model two:
The following is a quantum chemistry calculation of a cluster of 2 separate species, C4H14N in total, from the Open Molecules 2025 dataset.

Summary:
HOMO level	-14.17	eV
total charge	+1
gap between HOMO and LUMO	10.43	eV

Structure (XYZ):
```
19
C4H14N the ωB97M-V functional and the def2-TZVPD basis
C 0.543 -2.978 -0.529
C -0.198 -3.865 0.451
H 0.338 -1.910 -0.321
H 0.239 -3.050 -1.571
H 1.633 -3.009 -0.473
H -0.230 -3.538 1.486
H -1.244 -3.816 0.161
H 0.046 -4.909 0.316
C 0.300 3.476 -0.653
N 0.319 2.360 0.404
C -0.892 1.482 0.450
H 1.339 3.691 -0.856
H -0.219 3.101 -1.526
H -0.153 4.335 -0.180
H 0.501 2.849 1.279
H 1.161 1.823 0.197
H -0.815 0.866 1.284
H -0.934 0.935 -0.484
H -1.733 2.158 0.563
```

=====

Most stable structure: model two

=====

Model one:
The following is a quantum chemistry calculation of a cluster of 15 separate species, C15H60N30O15 in total, from the Open Molecules 2025 dataset.

Summary:
HOMO level	-8.96	eV
total charge	0
gap between HOMO and LUMO	8.50	eV

Structure (XYZ):
```
120
C15H60N30O15 the ωB97M-V functional and the def2-TZVPD basis
C 0.132 0.049 0.473
O 0.538 0.012 1.643
N 0.677 0.891 -0.399
N -0.927 -0.676 0.013
H 1.429 1.494 -0.093
H 0.316 1.065 -1.323
H -1.507 -0.207 -0.662
H -1.221 -1.472 0.551
C -3.292 1.302 -2.735
O -2.603 0.607 -1.976
N -2.810 2.171 -3.652
N -4.631 1.375 -2.596
H -3.427 2.472 -4.382
H -1.807 2.220 -3.738
H -4.996 0.829 -1.826
H -5.178 1.831 -3.300
C -5.192 1.115 0.682
O -6.268 1.542 1.085
N -4.911 -0.170 0.304
N -4.104 1.915 0.609
H -5.563 -0.891 0.550
H -3.943 -0.278 0.060
H -3.255 1.656 0.137
H -4.237 2.806 1.043
C 3.449 1.822 2.302
O 3.314 1.891 1.063
N 2.448 1.528 3.125
N 4.639 2.020 2.921
H 1.564 1.165 2.799
H 2.801 1.421 4.059
H 4.711 1.942 3.916
H 5.383 2.000 2.240
C -1.388 0.401 5.064
O -1.638 -0.084 6.162
N -2.347 0.481 4.063
N -0.130 0.613 4.568
H -1.929 0.854 3.229
H -3.318 0.426 4.304
H -0.074 0.917 3.616
H 0.625 0.281 5.139
C -0.879 3.313 1.764
O -0.871 2.375 2.560
N 0.236 3.969 1.357
N -1.982 3.984 1.336
H 1.094 3.468 1.546
H 0.108 4.267 0.397
H -2.861 3.883 1.813
H -1.973 4.843 0.814
C -0.497 4.011 -2.353
O 0.478 3.655 -1.676
N -1.705 4.274 -1.785
N -0.417 4.248 -3.677
H -2.400 4.587 -2.439
H -1.964 3.969 -0.861
H 0.507 4.232 -4.074
H -1.192 4.532 -4.246
C 0.343 -0.264 -4.915
O -0.661 -0.862 -5.304
N 0.898 0.742 -5.651
N 0.940 -0.433 -3.725
H 1.747 1.183 -5.345
H 0.533 0.976 -6.555
H 1.805 -0.027 -3.402
H 0.577 -1.163 -3.134
C -3.139 -3.039 -1.447
O -3.566 -2.515 -0.413
N -2.530 -4.244 -1.337
N -3.143 -2.495 -2.690
H -2.379 -4.546 -0.389
H -2.272 -4.759 -2.155
H -3.285 -1.496 -2.725
H -3.377 -3.091 -3.464
C 3.885 -0.347 -2.163
O 3.659 -0.750 -3.330
N 4.318 0.935 -1.983
N 3.421 -0.981 -1.095
H 4.515 1.233 -1.041
H 4.420 1.507 -2.797
H 3.596 -0.746 -0.130
H 3.110 -1.909 -1.340
C 1.504 -4.035 -1.687
O 2.135 -3.488 -0.777
N 0.180 -3.877 -1.923
N 2.093 -4.862 -2.583
H -0.298 -4.526 -2.512
H -0.375 -3.188 -1.447
H 1.492 -5.245 -3.285
H 3.009 -5.214 -2.369
C -4.357 -3.950 2.626
O -4.634 -4.208 3.801
N -4.621 -4.830 1.625
N -3.778 -2.798 2.247
H -4.728 -4.493 0.686
H -4.710 -5.788 1.911
H -3.653 -2.604 1.250
H -3.587 -2.132 2.975
C 4.757 4.721 -0.601
O 5.365 5.234 -1.537
N 5.392 4.479 0.572
N 3.481 4.267 -0.728
H 4.987 4.028 1.370
H 6.381 4.651 0.535
H 2.978 4.432 -1.579
H 3.143 3.523 -0.133
C 0.844 -3.704 2.966
O 2.005 -3.737 3.384
N -0.307 -3.454 3.613
N 0.629 -3.912 1.609
H -0.359 -3.517 4.617
H -1.101 -3.110 3.104
H -0.189 -4.443 1.375
H 1.416 -3.771 0.985
C 4.606 -1.722 1.818
O 5.239 -0.952 1.084
N 3.466 -1.324 2.469
N 4.951 -2.988 2.067
H 3.149 -0.390 2.286
H 3.028 -1.923 3.152
H 5.667 -3.368 1.472
H 4.372 -3.631 2.581
```

=====

Model two:
The following is a quantum chemistry calculation of a cluster of 15 separate species, C15H60N30O15 in total, from the Open Molecules 2025 dataset.

Summary:
HOMO level	-8.90	eV
total charge	0
gap between HOMO and LUMO	8.63	eV

Structure (XYZ):
```
120
C15H60N30O15 the ωB97M-V functional and the def2-TZVPD basis
C 2.959 0.579 5.991
O 4.011 0.988 5.511
N 2.189 -0.348 5.342
N 2.347 1.192 7.036
H 1.478 -0.826 5.865
H 2.439 -0.590 4.395
H 2.840 1.909 7.532
H 1.446 0.841 7.300
C -5.961 -1.498 -1.042
O -6.294 -1.285 0.119
N -6.857 -1.812 -2.028
N -4.696 -1.251 -1.485
H -6.514 -1.756 -2.970
H -7.823 -1.986 -1.837
H -4.447 -1.404 -2.463
H -3.950 -1.148 -0.822
C -0.617 5.428 0.266
O -0.691 6.014 -0.804
N -1.161 4.236 0.538
N -0.073 6.064 1.365
H -1.234 3.839 1.462
H -1.823 3.935 -0.165
H -0.297 5.788 2.309
H 0.194 7.027 1.255
C 0.991 -1.098 -4.048
O 1.838 -0.342 -4.504
N 0.581 -2.279 -4.603
N 0.556 -1.063 -2.745
H -0.126 -2.725 -4.044
H 0.770 -2.574 -5.541
H 1.048 -0.554 -2.033
H -0.238 -1.648 -2.527
C 3.141 -3.098 2.300
O 2.987 -3.851 3.241
N 2.261 -2.085 1.991
N 4.204 -3.089 1.439
H 1.427 -2.035 2.539
H 2.364 -1.560 1.124
H 4.297 -2.314 0.803
H 4.945 -3.762 1.468
C -2.405 -3.800 -1.937
O -1.767 -3.257 -2.846
N -3.088 -4.963 -2.117
N -2.261 -3.365 -0.665
H -3.799 -5.287 -1.489
H -3.099 -5.222 -3.089
H -2.733 -3.886 0.054
H -2.028 -2.382 -0.579
C 2.747 3.212 -2.904
O 3.645 3.425 -3.689
N 2.597 3.895 -1.695
N 1.852 2.202 -3.005
H 1.653 3.939 -1.346
H 3.222 4.681 -1.645
H 1.135 2.131 -2.305
H 1.837 1.626 -3.834
C 1.512 -4.823 -0.647
O 0.928 -5.883 -0.423
N 2.851 -4.776 -0.846
N 0.894 -3.603 -0.699
H 3.356 -3.917 -0.945
H 3.280 -5.679 -0.762
H -0.040 -3.534 -0.336
H 1.443 -2.795 -0.931
C -1.197 3.580 -3.334
O -1.552 3.077 -2.254
N -1.120 4.935 -3.476
N -1.106 2.946 -4.534
H -1.005 5.316 -4.396
H -1.117 5.567 -2.688
H -1.060 3.519 -5.353
H -1.357 1.976 -4.594
C -3.323 0.021 -4.257
O -3.699 0.827 -5.096
N -3.587 -1.329 -4.256
N -2.504 0.403 -3.241
H -2.923 -1.976 -3.860
H -4.127 -1.637 -5.048
H -2.073 -0.270 -2.628
H -2.304 1.386 -3.208
C 2.379 3.261 2.639
O 1.497 2.487 2.268
N 3.372 2.976 3.536
N 2.556 4.537 2.152
H 4.041 3.708 3.686
H 3.560 2.078 3.972
H 1.849 5.113 1.721
H 3.350 5.020 2.534
C -0.753 0.022 0.463
O -1.164 -0.667 -0.485
N -0.471 1.331 0.364
N -0.354 -0.612 1.590
H 0.023 1.816 1.117
H -0.673 1.823 -0.493
H -0.621 -1.574 1.700
H -0.024 -0.045 2.354
C 3.511 0.180 -0.781
O 2.945 -0.888 -0.486
N 3.353 1.286 -0.031
N 4.441 0.250 -1.764
H 2.907 1.145 0.860
H 3.751 2.178 -0.262
H 4.816 1.155 -1.992
H 4.740 -0.512 -2.341
C -1.425 2.702 3.729
O -0.992 3.808 3.449
N -2.770 2.403 3.761
N -0.633 1.667 4.181
H -2.995 1.479 4.074
H -3.345 3.224 3.784
H 0.356 1.825 4.287
H -1.054 0.911 4.687
C -1.275 -4.592 2.275
O -0.637 -3.595 1.974
N -1.806 -4.825 3.511
N -1.512 -5.576 1.359
H -1.650 -4.163 4.246
H -2.570 -5.472 3.577
H -2.040 -6.397 1.591
H -0.873 -5.610 0.568
```

=====

Most stable structure: model two

=====

Model one:
The following is a quantum chemistry calculation of the ion C5H8N with charge +1, from the Open Molecules 2025 dataset.

Summary:
expectation value of S²	2.04
HOMO level (alpha / beta)	-10.52 / -14.67	eV
2S+1	3
total charge	+1
gap between HOMO and LUMO (alpha / beta)	6.55 / 7.49	eV

Structure (XYZ):
```
14
C5H8N the ωB97M-V functional and the def2-TZVPD basis
C -0.455 0.321 -0.523
C -0.629 -0.281 -1.699
C -0.032 0.759 0.705
C -0.094 1.073 2.443
C -0.192 -1.641 -2.152
N 1.026 1.282 1.613
H -1.361 0.119 -2.301
H -1.078 1.384 2.485
H -0.085 0.063 2.770
H -0.688 -2.319 -1.422
H 0.904 -1.795 -2.050
H -0.386 -1.985 -3.195
H 1.804 0.760 1.518
H 1.265 2.262 1.808
```

=====

Model two:
The following is a quantum chemistry calculation of the ion C5H8N with charge +1, from the Open Molecules 2025 dataset.

Summary:
expectation value of S²	2.03
HOMO level (alpha / beta)	-14.56 / -16.07	eV
2S+1	3
total charge	+1
gap between HOMO and LUMO (alpha / beta)	10.39 / 7.10	eV

Structure (XYZ):
```
14
C5H8N the ωB97M-V functional and the def2-TZVPD basis
C 1.121 1.161 -0.115
C -0.482 -0.834 -0.373
C -1.171 0.288 0.324
C 1.031 -1.098 0.093
C -0.333 1.426 -0.103
N 1.844 0.052 0.257
H 1.633 2.085 -0.274
H -0.933 -1.885 -0.113
H -0.589 -0.723 -1.487
H -2.183 0.309 -0.013
H -1.409 0.233 1.427
H 0.924 -1.363 1.155
H 1.409 -2.004 -0.268
H -0.862 2.353 -0.509
```

=====

Most stable structure: model two